[1]
C66H79BCl4F8O6Rb2 | ωB97M-V with the def2-TZVPD basis set

Values from the calculation:
Spin multiplicity: 1
Charge: 0
HOMO level in eV: -7.06
LUMO in eV: -0.133

Last column: Mulliken charge in e.
Positions of all 166 atoms, in Å:
Rb 0.8416 -2.8085 1.2787  -0.367
Rb 1.6573 1.3846 0.9237  0.287
B -0.8212 -0.5429 0.1579  7.057
H 0.0768 -0.7840 -0.3894  -1.160
H -1.6976 -0.9196 -0.3464  -1.398
H -0.8042 -0.9383 1.1617  -1.355
H -0.8563 0.5301 0.2654  -1.835
C 5.4991 -0.9968 0.7228  -0.207
C 4.6396 -0.9041 1.9781  -0.411
O 3.2367 -0.9127 1.7844  -0.436
H 5.1530 -1.8279 0.1082  -0.218
H 6.5746 -1.0560 0.8895  0.448
H 5.2563 -0.1280 0.1109  -0.218
H 5.0224 -0.1017 2.6087  0.286
H 4.8659 -1.7880 2.5745  0.002
C -6.4543 -4.2768 0.7677  0.209
Cl -6.4773 -5.2964 -0.6860  -0.096
Cl -8.1173 -4.1088 1.3144  -0.092
Cl -5.4869 -5.1021 2.0385  -0.117
Cl -5.7413 -2.6487 0.3761  0.029
C -1.6491 -5.2744 3.4254  -0.207
C -0.3517 -5.9118 2.8282  0.758
O 0.7164 -5.2621 2.8344  -0.491
C -0.3595 -7.3624 2.3166  -1.273
H -2.5500 -5.3792 2.8208  0.128
H -1.4212 -4.2244 3.6088  -0.365
H -1.8123 -5.7740 4.3803  0.459
H -1.0603 -7.9392 2.9201  0.390
H 0.6306 -7.8107 2.3993  0.325
H -0.6833 -7.4154 1.2771  0.250
C -1.1546 -3.4107 -2.7508  -0.248
C -1.6803 -3.8829 -1.4026  0.384
O -0.9240 -4.5169 -0.6194  -0.639
C -3.1413 -3.6015 -1.0586  -0.356
H -0.3682 -4.0986 -3.0616  0.017
H -0.8326 -2.3727 -2.6676  -0.140
H -1.9147 -3.3872 -3.5317  0.541
H -3.3346 -4.0521 -0.0851  0.064
H -3.8069 -3.9908 -1.8290  0.465
H -3.2440 -2.5295 -0.8900  -0.158
C 4.1462 1.6740 -2.3810  -0.720
C 2.9811 2.6071 -2.6757  0.575
O 2.1264 2.8254 -1.8136  -0.107
C 2.9679 3.2420 -4.0867  -1.054
H 4.6667 1.8069 -1.4325  0.307
H 4.7525 1.8119 -3.2763  0.398
H 3.6563 0.7003 -2.3795  -0.068
H 3.4280 4.2297 -4.1156  0.358
H 1.9622 3.3692 -4.4872  0.016
H 3.4948 2.5310 -4.7232  0.404
C -2.3557 3.0945 0.2422  0.774
C -1.6336 3.5556 1.5275  0.317
O -0.4305 3.7460 1.4674  -0.606
C -2.4690 3.6810 2.8556  -0.549
H -3.3137 2.6404 0.4953  -0.503
H -1.7741 2.2880 -0.2043  -0.552
H -2.4875 3.9209 -0.4563  0.533
H -1.7046 3.5870 3.6270  0.181
H -3.0637 2.8060 3.1179  -0.167
H -3.0857 4.5726 2.9689  0.414
C 4.7154 -4.5734 1.8893  -0.768
C 4.1278 -4.7672 0.5337  0.650
O 2.9324 -4.5735 0.2945  -0.440
C 5.0017 -5.1913 -0.6308  -1.029
H 4.9380 -5.5156 2.3903  0.476
H 3.9059 -4.1855 2.5076  -0.160
H 5.5928 -3.9445 2.0399  0.342
H 4.3730 -5.0298 -1.5064  0.110
H 5.4067 -6.2028 -0.5994  0.432
H 5.9037 -4.5912 -0.7502  0.323
F -0.4790 7.0377 -5.5422  -0.327
C -0.9623 5.9863 -4.9003  0.097
C -0.1862 5.4857 -3.8161  -1.067
C -0.6158 4.3798 -3.0407  0.626
C -1.8181 3.7934 -3.3488  -0.488
C -2.5746 4.2236 -4.4073  0.159
C -2.1666 5.2827 -5.2116  -0.797
H 0.6730 6.0512 -3.4870  0.669
H -0.0757 4.1178 -2.1429  0.307
H -2.1869 2.9489 -2.7856  0.217
H -3.5016 3.6833 -4.5301  0.114
H -2.8486 5.6855 -5.9457  0.450
F -1.1778 -1.9887 4.9038  0.025
C -0.1312 -2.7223 5.4280  -0.324
C -0.3582 -3.4897 6.5015  -0.501
C 0.6926 -4.2703 7.0060  -0.506
C 1.9714 -4.1423 6.4802  -0.723
C 2.2075 -3.3161 5.3439  -1.167
C 1.1137 -2.6635 4.7847  1.338
H -1.3232 -3.5789 6.9781  0.449
H 0.4868 -4.9308 7.8353  0.429
H 2.7967 -4.7392 6.8395  0.399
H 3.1556 -3.1720 4.8471  0.465
H 1.2372 -2.0538 3.9019  0.087
F 3.6460 7.9302 0.9659  -0.312
C 2.5046 7.6671 0.3854  0.203
C 1.7760 8.7084 -0.2320  -0.369
C 0.6197 8.4966 -0.8978  -0.750
C 0.0995 7.2017 -0.8990  -0.471
C 0.7588 6.2078 -0.2153  0.457
C 1.9289 6.4597 0.4799  -0.633
H 2.2373 9.6849 -0.2370  0.369
H 0.1398 9.3532 -1.3476  0.390
H -0.7718 6.9248 -1.4741  0.603
H 0.3392 5.2146 -0.2769  0.017
H 2.3600 5.6949 1.1090  0.544
F 0.0304 3.8967 7.3302  -0.340
C 0.3702 2.8924 6.4805  0.568
C 1.7322 2.6486 6.2561  -0.633
C 2.0619 1.6340 5.3220  -1.009
C 1.0425 0.9038 4.6640  -0.747
C -0.2943 1.2038 4.9083  0.278
C -0.6267 2.1658 5.8500  -0.767
H 2.4556 3.2879 6.7403  0.449
H 3.0942 1.4127 5.0944  0.519
H 1.3256 0.2354 3.8643  0.830
H -1.1175 0.6870 4.4377  0.372
H -1.6586 2.4798 5.9050  0.438
F 5.8067 -1.6795 -2.9382  -0.393
C 4.7086 -2.4271 -3.1082  0.268
C 3.5970 -2.3358 -2.3033  0.456
C 2.5049 -3.0891 -2.5912  0.115
C 2.5211 -3.9264 -3.7259  -0.621
C 3.5555 -4.0222 -4.5762  -0.736
C 4.6893 -3.2842 -4.2323  -0.756
H 3.5810 -1.6971 -1.4326  0.338
H 1.6610 -3.1427 -1.9193  0.084
H 1.6712 -4.5531 -3.9524  0.365
H 3.3970 -4.6383 -5.4490  0.451
H 5.5946 -3.3263 -4.8197  0.469
F 3.0566 -0.1628 -6.9203  -0.373
C 2.0383 0.1973 -6.1073  0.122
C 1.9042 -0.4898 -4.8888  0.203
C 0.8970 -0.1497 -3.9695  -0.075
C -0.0168 0.7988 -4.2945  -0.320
C 0.0224 1.3924 -5.5500  -0.938
C 1.0249 1.0616 -6.4858  -0.574
H 2.6070 -1.2639 -4.6179  0.096
H 0.9780 -0.5444 -2.9674  0.664
H -0.7887 1.2399 -3.6814  0.280
H -0.7493 2.0967 -5.8235  0.436
H 1.0894 1.5662 -7.4385  0.409
F -5.3238 1.8872 1.0182  -0.302
C -4.8571 1.2993 2.1346  0.119
C -5.5481 1.6084 3.2986  -0.689
C -5.1552 0.9774 4.4719  -0.599
C -4.1463 0.0100 4.5042  -0.558
C -3.4299 -0.2211 3.3501  -0.842
C -3.8365 0.3245 2.1191  0.741
H -6.2403 2.4370 3.3235  0.460
H -5.6883 1.2036 5.3835  0.368
H -3.7442 -0.4042 5.4170  0.471
H -2.6036 -0.9163 3.3341  0.704
H -3.3601 0.0474 1.1904  0.000
F -5.1358 1.5210 -5.9890  -0.383
C -4.9277 1.3530 -4.7018  0.222
C -5.5240 2.2046 -3.7786  -0.557
C -5.2397 2.1077 -2.4010  -0.479
C -4.3807 1.0751 -2.0515  -0.377
C -3.6519 0.3517 -2.9650  -0.602
C -3.9916 0.4483 -4.3422  -0.013
H -6.2940 2.8841 -4.1131  0.387
H -5.7700 2.6143 -1.6082  0.535
H -4.1524 0.8369 -1.0232  0.453
H -3.0320 -0.4385 -2.5679  0.345
H -3.4877 -0.1233 -5.1075  0.490

=====

[2]
C66H82F8N6O6 | ωB97M-V with the def2-TZVPD basis set

Values from the calculation:
Spin multiplicity: 1
Charge: 0
HOMO level in eV: -8.87
LUMO in eV: 0.338

Last column: Mulliken charge in e.
Positions of all 168 atoms, in Å:
C -3.8171 -1.0772 -2.1435  0.488
C -5.1138 -1.0995 -2.8716  0.528
O -6.0903 -0.5114 -2.4438  -0.698
N -5.1962 -1.8571 -4.0205  -0.205
C -6.3496 -1.8083 -4.9324  -0.889
H -3.2812 -0.1993 -2.5645  -0.065
H -3.0940 -1.8719 -2.2720  0.488
H -4.0374 -0.8212 -1.1078  -0.721
H -4.3638 -2.3159 -4.2885  0.205
H -5.9358 -1.4759 -5.9067  0.289
H -6.9902 -1.0236 -4.5172  0.320
H -6.7695 -2.7688 -5.1389  0.279
C -1.1375 3.1674 -0.8965  -0.663
C -1.1785 4.1268 0.2556  0.087
O -1.6868 3.8509 1.3594  -0.562
N -0.5915 5.3270 0.0013  0.036
C 0.0376 5.7389 -1.2445  -0.975
H -1.3983 2.1957 -0.5865  0.121
H -0.1457 3.1517 -1.3583  0.135
H -1.8466 3.5386 -1.6573  0.659
H -0.6270 5.9939 0.7976  0.332
H 0.9759 5.2291 -1.3981  0.171
H 0.1923 6.8255 -1.3114  0.384
H -0.6432 5.4295 -2.0120  0.350
C -1.2515 5.8386 4.4161  -0.566
C 0.0365 5.8615 3.6345  0.725
O 0.1832 6.5451 2.6312  -0.761
N 0.9480 4.9146 4.0192  0.037
C 2.1615 4.7951 3.2961  -1.015
H -1.6343 6.7684 4.6935  0.509
H -1.2375 5.1555 5.3163  0.075
H -1.9511 5.4121 3.7209  -0.091
H 0.6715 4.2262 4.6782  0.329
H 2.1550 4.4252 2.2439  0.081
H 2.8947 4.3047 3.9577  0.434
H 2.5902 5.7665 3.1623  0.456
C -5.5668 -3.4539 0.2151  -0.462
C -4.3521 -3.9034 1.0100  0.714
O -3.9525 -5.0356 0.9517  -0.656
N -3.7642 -3.0010 1.7849  0.141
C -2.6433 -3.3066 2.6510  -0.922
H -5.3238 -2.5100 -0.2541  -0.232
H -6.4553 -3.2937 0.8210  0.272
H -5.6924 -4.2300 -0.5566  0.319
H -4.2030 -2.0906 1.8903  0.020
H -2.6355 -4.3462 2.9940  0.412
H -2.5941 -2.5941 3.4484  0.377
H -1.7216 -3.3114 2.0796  -0.006
C -4.6484 2.4205 0.7232  -1.179
C -4.9948 1.0778 1.2026  0.661
O -4.2112 0.1105 1.3590  -0.233
N -6.3455 0.8921 1.2792  -0.153
C -6.9249 -0.3536 1.6861  -1.063
H -5.0327 3.2845 1.2274  0.466
H -4.9177 2.4816 -0.2946  0.569
H -3.5727 2.5377 0.7435  -0.257
H -6.9062 1.6444 1.0394  0.207
H -7.8527 -0.1145 2.2300  0.427
H -6.3350 -0.8397 2.4249  0.323
H -7.2059 -1.0591 0.9231  0.240
C -1.1114 0.6464 6.6813  -0.831
C -1.2096 1.7314 5.6381  0.453
O -0.4325 2.6659 5.5565  -0.646
N -2.2695 1.5234 4.8194  0.025
C -2.5997 2.3726 3.7322  0.130
H -0.4120 -0.0516 6.2436  -0.059
H -2.0831 0.1601 6.9315  0.449
H -0.6480 1.1455 7.5765  0.302
H -2.9619 0.8209 5.0880  0.278
H -3.1198 3.3322 3.9375  0.260
H -3.2644 1.7496 3.0902  -0.278
H -1.6947 2.5088 3.1892  -0.176
F 3.3292 1.7405 2.5534  -0.109
C 3.4885 1.3394 3.8003  0.076
C 2.4948 1.5161 4.7221  0.109
C 2.7502 1.0769 6.0415  -0.565
C 3.8937 0.4529 6.4375  -0.854
C 4.8967 0.2738 5.4517  -0.579
C 4.6721 0.7610 4.1696  -0.311
H 1.5500 1.8836 4.4071  0.570
H 2.0164 1.3221 6.7900  0.460
H 4.1157 0.0438 7.4146  0.428
H 5.8504 -0.1553 5.7227  0.443
H 5.4065 0.6473 3.3948  0.392
F -1.2816 -7.4241 -0.7427  -0.358
C -0.3372 -6.4787 -0.5002  0.335
C -0.6276 -5.5006 0.4239  -0.813
C 0.3515 -4.5631 0.6274  0.648
C 1.5797 -4.6418 -0.0212  -0.335
C 1.8142 -5.6197 -0.9692  -0.192
C 0.8306 -6.5474 -1.2925  -0.954
H -1.5776 -5.4874 0.9112  0.520
H 0.3029 -3.7853 1.3510  0.148
H 2.2748 -3.8384 0.2311  0.013
H 2.7585 -5.6808 -1.5441  0.334
H 0.9536 -7.2477 -2.0636  0.638
F 3.8388 -2.9743 6.3107  -0.411
C 3.2025 -2.7256 5.1680  0.184
C 3.8299 -3.0642 3.9964  -0.924
C 3.2565 -2.6626 2.7816  -0.641
C 2.0626 -1.9941 2.8120  0.852
C 1.4002 -1.7074 4.0015  -0.356
C 2.0031 -2.0981 5.1604  -0.100
H 4.7102 -3.7025 4.0406  0.419
H 3.7751 -2.7923 1.8289  0.508
H 1.5907 -1.7955 1.8275  -0.107
H 0.4887 -1.0926 4.0589  0.174
H 1.5009 -1.8747 6.0834  0.384
F 1.9537 2.8197 -2.5210  -0.048
C 2.2647 2.7075 -3.8326  -0.383
C 2.6753 1.5043 -4.3829  0.734
C 3.1035 1.4302 -5.6785  -0.630
C 3.1262 2.5680 -6.4437  -0.507
C 2.6651 3.7832 -5.9664  -0.774
C 2.1764 3.8407 -4.6429  -0.406
H 2.7449 0.6844 -3.7313  0.353
H 3.4392 0.4389 -5.9873  0.429
H 3.5835 2.5895 -7.4655  0.309
H 2.8209 4.7421 -6.4444  0.460
H 1.9004 4.7980 -4.2506  0.467
F 5.0049 -2.8875 -0.2997  -0.372
C 5.2390 -1.6121 -0.7550  0.366
C 5.3604 -1.4078 -2.1020  -0.292
C 5.4551 -0.0769 -2.5159  -0.630
C 5.3937 0.9706 -1.5936  -0.383
C 5.2625 0.7506 -0.2543  -0.587
C 5.1593 -0.5591 0.1743  -0.007
H 5.3631 -2.2093 -2.8557  0.490
H 5.5846 0.2951 -3.5738  0.285
H 5.4708 1.9706 -1.9844  0.379
H 5.1450 1.5239 0.5182  0.408
H 4.9330 -0.7820 1.2023  0.303
F -1.2331 3.2407 -4.2753  -0.343
C -0.9864 1.9796 -4.6802  -0.033
C -0.7676 1.7726 -6.0583  -0.210
C -0.5738 0.5072 -6.5489  -1.009
C -0.4387 -0.5210 -5.5959  -0.906
C -0.4854 -0.2839 -4.2241  0.749
C -0.8252 0.9750 -3.7550  0.938
H -0.7741 2.6646 -6.7181  0.411
H -0.5863 0.3474 -7.6305  0.432
H -0.3151 -1.5357 -5.9266  0.562
H -0.2314 -1.0347 -3.4896  -0.294
H -0.9008 1.1976 -2.6807  -0.241
F 3.9243 -1.8105 -5.3119  -0.300
C 3.0740 -2.8625 -5.1340  -0.019
C 3.2874 -4.0642 -5.7074  -0.710
C 2.2675 -5.0340 -5.5427  -0.639
C 1.2710 -4.8273 -4.6438  -0.710
C 1.1524 -3.6480 -3.9966  -0.734
C 2.0292 -2.6560 -4.2612  1.322
H 4.0705 -4.2182 -6.4622  0.388
H 2.3965 -5.9868 -6.0283  0.380
H 0.4758 -5.5700 -4.4859  0.440
H 0.3210 -3.5536 -3.3369  0.489
H 2.0291 -1.7392 -3.6883  0.142
F 2.1456 -0.4028 -1.9264  -0.130
C 1.2973 -0.0151 -0.9931  1.553
C 0.2442 -0.8950 -0.8268  0.350
C -0.5684 -0.6861 0.3029  -0.991
C -0.3820 0.3715 1.1645  0.022
C 0.6754 1.2655 0.9290  0.323
C 1.5756 0.9930 -0.1075  -1.353
H 0.1721 -1.7998 -1.4864  -0.227
H -1.4390 -1.3300 0.3739  0.130
H -1.0672 0.6353 1.9767  -0.536
H 0.8765 2.1326 1.5798  0.344
H 2.4796 1.5366 -0.3780  0.220

=====

The lowest HOMO level belongs to which entry? C66H82F8N6O6

=====

charge of number 1 (C66H79BCl4F8O6Rb2)? 0